[1]
Here is one molecule with the formula C5H4N2O2 from OMol25. Energies are from ωB97M-V with the def2-TZVPD basis set.

* total energy: -12322.7266 eV
* SMILES: O=Cc1ccnnc1O
* ΔE to the lowest compared entry with this formula, charge and spin: 54.2 kcal/mol
* frontier orbital gap: 8.126 eV
* LUMO: -0.959 eV

Geometry (Å):
O (-1.8929, -1.0549, 1.4755)
C (-1.7076, -0.8980, 0.2657)
C (-0.5230, -0.3248, -0.3322)
C (-0.4282, 0.0612, -1.6615)
C (0.6406, 0.9405, -1.9237)
N (1.6420, 1.1869, -0.9894)
N (1.6051, 0.6661, 0.1409)
C (0.5323, -0.0094, 0.6729)
O (0.6100, -0.3410, 1.9476)
H (-2.6381, -1.1383, -0.3688)
H (-1.2389, -0.1879, -2.4220)
H (0.6472, 1.4544, -2.9184)
H (-0.3212, -0.5498, 2.1370)

Atoms 1-3, force components in eV/Å:
0.856 0.216 -0.870
-2.779 -0.711 0.315
0.936 -0.315 3.315

For reference, the Löwdin charges in units of e are: atom 1 (O): 0.0246, atom 2 (C): -0.1931, atom 3 (C): -0.1297, atom 4 (C): -0.0213, atom 5 (C): -0.1036, atom 6 (N): 0.0102, atom 7 (N): 0.0464, atom 8 (C): -0.2528, atom 9 (O): 0.1365, atom 10 (H): 0.1489, atom 11 (H): 0.1422, atom 12 (H): 0.1106, atom 13 (H): 0.0813

=====

[2]
Here is a 2-piece molecular cluster, C5H9BrSi overall from OMol25. Energies are from ωB97M-V with the def2-TZVPD basis set.

* total energy: -83248.5145 eV
* ΔE to the lowest compared entry with this formula, charge and spin: 48.5 kcal/mol
* frontier orbital gap: 7.262 eV
* LUMO: -1.316 eV

Geometry (Å):
C (-2.3962, 1.9797, -0.3768)
C (0.7641, -1.7585, 0.0992)
C (-2.0070, 0.5537, 0.0370)
C (-0.3794, -1.2208, 0.4584)
C (-0.7377, 0.0633, -0.0233)
Si (4.4743, -1.1724, -0.3329)
Br (5.9135, 0.5118, 0.4185)
H (-1.6053, 2.3950, -0.9700)
H (-2.6999, 2.6343, 0.4185)
H (0.9615, -2.6705, 0.6160)
H (1.4894, -1.2269, -0.5098)
H (-2.7436, -0.0383, 0.6023)
H (-1.1333, -1.9347, 1.0088)
H (0.0995, 0.5112, -0.5154)
H (3.2391, -0.4560, 0.1952)
H (-3.2389, 1.8292, -1.1259)

Atoms 1-3, force components in eV/Å:
-1.004 -2.386 -1.853
0.570 -0.287 0.633
1.557 0.887 0.969

For reference, the Löwdin charges in units of e are: atom 1 (C): -0.1003, atom 2 (C): -0.0430, atom 3 (C): -0.1302, atom 4 (C): -0.2300, atom 5 (C): -0.1608, atom 6 (Si): 0.3167, atom 7 (Br): -0.0160, atom 8 (H): 0.0540, atom 9 (H): 0.0588, atom 10 (H): 0.0498, atom 11 (H): -0.0027, atom 12 (H): 0.1017, atom 13 (H): 0.1462, atom 14 (H): 0.1012, atom 15 (H): -0.2334, atom 16 (H): 0.0880

=====

[3]
Here is a 13-piece molecular cluster, C18H44N15O27S overall from OMol25. Energies are from ωB97M-V with the def2-TZVPD basis set.

* net charge: -1
* total energy: -107817.0432 eV
* frontier orbital gap: 6.692 eV
* LUMO: 1.161 eV

Geometry (Å):
O (1.9050, -0.9623, -0.3267)
C (1.0519, -1.8150, 0.0627)
O (0.0419, -2.1386, -0.5873)
C (1.3872, -2.4532, 1.4064)
N (0.8927, -3.8176, 1.6099)
C (-0.5361, -3.9106, 1.8595)
C (-0.9187, -5.3705, 2.1206)
S (-0.4004, -6.4033, 0.7047)
C (0.5060, -7.6390, 1.5005)
N (0.4290, -8.8971, 1.2114)
N (1.3246, -9.5411, 2.0677)
C (1.8410, -8.6228, 2.7953)
O (1.3931, -7.3901, 2.4941)
H (1.1283, -1.7963, 2.2466)
H (2.4615, -2.5141, 1.3922)
H (1.3241, -4.1560, 2.4646)
H (-1.0996, -3.6043, 0.9834)
H (-0.8738, -3.2930, 2.6945)
H (-0.4173, -5.7165, 3.0193)
H (-1.9905, -5.4632, 2.2451)
H (2.5549, -8.8020, 3.5732)
C (6.3670, -3.3421, 1.5965)
N (5.1967, -2.7602, 2.2940)
O (4.1459, -3.3436, 2.2263)
O (5.3575, -1.6820, 2.8416)
H (6.0691, -4.2803, 1.1444)
H (6.6113, -2.6073, 0.8345)
H (7.1628, -3.4865, 2.3209)
C (-0.5873, 0.9750, -1.6196)
N (-1.7682, 1.7466, -1.1592)
O (-2.8657, 1.4143, -1.5611)
O (-1.5879, 2.6827, -0.4070)
H (-0.9241, 0.1962, -2.2901)
H (0.0684, 1.6714, -2.1356)
H (-0.0946, 0.5301, -0.7575)
C (3.5968, 0.9134, 2.4033)
N (2.3355, 1.1031, 3.1651)
O (1.9904, 0.2308, 3.9321)
O (1.7209, 2.1357, 2.9713)
H (4.0348, -0.0429, 2.6707)
H (3.3369, 0.9436, 1.3488)
H (4.2533, 1.7379, 2.6663)
C (-0.7989, 5.8608, -0.4384)
N (0.2823, 6.8275, -0.7632)
O (1.0753, 6.5358, -1.6371)
O (0.3115, 7.8656, -0.1326)
H (-0.6905, 4.9945, -1.0788)
H (-0.6903, 5.5878, 0.6065)
H (-1.7571, 6.3489, -0.6254)
C (4.5704, -0.7305, -1.6453)
N (6.0400, -0.8875, -1.4193)
O (6.4378, -1.9772, -1.0447)
O (6.7454, 0.0755, -1.6153)
H (4.0743, -1.6686, -1.4228)
H (4.2237, 0.0562, -0.9837)
H (4.4333, -0.4482, -2.6842)
C (3.6411, 8.5633, -0.8235)
N (5.0105, 7.9776, -0.8408)
O (5.1637, 6.9020, -1.3759)
O (5.8921, 8.6260, -0.3117)
H (2.9590, 7.8880, -1.3253)
H (3.3587, 8.6993, 0.2155)
H (3.6948, 9.5182, -1.3374)
C (-2.9692, -2.1210, -2.3559)
N (-3.4660, -3.3526, -3.0250)
O (-3.7510, -3.2881, -4.2098)
O (-3.5641, -4.3528, -2.3515)
H (-2.9450, -1.3221, -3.0868)
H (-3.6568, -1.8888, -1.5490)
H (-1.9697, -2.3272, -1.9666)
C (-0.9540, 1.3004, 3.0375)
N (-1.4677, 0.1026, 2.3235)
O (-1.7170, 0.2107, 1.1429)
O (-1.5996, -0.9144, 2.9710)
H (-0.8903, 2.1161, 2.3263)
H (-1.6542, 1.5237, 3.8369)
H (0.0212, 1.0484, 3.4406)
C (-5.5030, 7.7588, -0.2624)
N (-4.0976, 7.2781, -0.1639)
O (-3.8442, 6.1881, -0.6422)
O (-3.3040, 8.0068, 0.3841)
H (-6.0870, 7.0046, -0.7756)
H (-5.8613, 7.9174, 0.7499)
H (-5.4864, 8.6905, -0.8188)
C (-4.9775, -3.5429, 4.2047)
N (-3.7235, -4.3312, 4.0677)
O (-3.7571, -5.3392, 3.3908)
O (-2.7475, -3.9073, 4.6435)
H (-5.7565, -4.0389, 3.6389)
H (-5.2202, -3.5027, 5.2619)
H (-4.7767, -2.5495, 3.8150)
C (-1.4233, -4.7787, -5.8532)
N (-0.0973, -5.4113, -6.1006)
O (-0.0728, -6.4344, -6.7568)
O (0.8721, -4.8578, -5.6338)
H (-2.1825, -5.3831, -6.3328)
H (-1.5776, -4.7390, -4.7806)
H (-1.3901, -3.7797, -6.2755)
C (-3.9270, 4.5115, -3.3419)
N (-4.3608, 5.9329, -3.4256)
O (-5.5529, 6.1661, -3.4268)
O (-3.4886, 6.7729, -3.4808)
H (-4.8080, 3.8843, -3.2932)
H (-3.3371, 4.2921, -4.2263)
H (-3.3295, 4.4123, -2.4397)

Atoms 1-3, force components in eV/Å:
0.154 0.415 0.343
0.063 0.405 -0.773
-0.496 -0.273 0.167

Results of the Löwdin charge analysis, in e, for atoms 1 through 99: atom 1 (O): -0.0973, atom 2 (C): -0.6890, atom 3 (O): -0.0441, atom 4 (C): -0.1520, atom 5 (N): -0.0545, atom 6 (C): -0.3074, atom 7 (C): -0.4224, atom 8 (S): 1.0152, atom 9 (C): -0.7140, atom 10 (N): 0.0314, atom 11 (N): 0.0354, atom 12 (C): -0.2183, atom 13 (O): 0.0292, atom 14 (H): 0.1064, atom 15 (H): 0.0682, atom 16 (H): 0.1017, atom 17 (H): 0.1014, atom 18 (H): 0.0911, atom 19 (H): 0.0790, atom 20 (H): 0.0335, atom 21 (H): 0.1200, atom 22 (C): 0.0502, atom 23 (N): -0.4198, atom 24 (O): 0.0798, atom 25 (O): 0.0376, atom 26 (H): 0.1018, atom 27 (H): 0.0621, atom 28 (H): 0.1002, atom 29 (C): 0.0520, atom 30 (N): -0.4474, atom 31 (O): 0.0429, atom 32 (O): 0.0255, atom 33 (H): 0.0843, atom 34 (H): 0.1033, atom 35 (H): 0.0702, atom 36 (C): 0.0592, atom 37 (N): -0.4219, atom 38 (O): 0.0717, atom 39 (O): 0.0330, atom 40 (H): 0.0602, atom 41 (H): 0.0927, atom 42 (H): 0.1024, atom 43 (C): 0.0464, atom 44 (N): -0.4306, atom 45 (O): 0.0558, atom 46 (O): 0.0557, atom 47 (H): 0.0793, atom 48 (H): 0.1110, atom 49 (H): 0.0571, atom 50 (C): 0.0485, atom 51 (N): -0.4305, atom 52 (O): 0.0217, atom 53 (O): 0.0672, atom 54 (H): 0.0890, atom 55 (H): 0.0835, atom 56 (H): 0.1021, atom 57 (C): 0.0405, atom 58 (N): -0.4555, atom 59 (O): 0.0715, atom 60 (O): 0.0453, atom 61 (H): 0.0590, atom 62 (H): 0.0998, atom 63 (H): 0.0998, atom 64 (C): 0.0487, atom 65 (N): -0.4491, atom 66 (O): 0.0287, atom 67 (O): 0.0694, atom 68 (H): 0.0845, atom 69 (H): 0.1043, atom 70 (H): 0.0860, atom 71 (C): 0.0521, atom 72 (N): -0.4122, atom 73 (O): 0.0652, atom 74 (O): 0.0574, atom 75 (H): 0.0873, atom 76 (H): 0.1031, atom 77 (H): 0.0500, atom 78 (C): 0.0565, atom 79 (N): -0.4161, atom 80 (O): 0.0363, atom 81 (O): 0.0882, atom 82 (H): 0.0883, atom 83 (H): 0.0998, atom 84 (H): 0.1055, atom 85 (C): 0.0485, atom 86 (N): -0.4346, atom 87 (O): 0.0553, atom 88 (O): 0.0771, atom 89 (H): 0.0919, atom 90 (H): 0.0968, atom 91 (H): 0.0997, atom 92 (C): 0.0380, atom 93 (N): -0.4557, atom 94 (O): 0.0525, atom 95 (O): 0.0687, atom 96 (H): 0.0942, atom 97 (H): 0.0868, atom 98 (H): 0.0999, atom 99 (C): 0.0484

=====

[4]
Here is a 2-piece molecular cluster, C4H13NO2 overall from OMol25. Energies are from ωB97M-V with the def2-TZVPD basis set.

* total energy: -9943.3451 eV
* SMILES: CC(C)NCO.O
* ΔE to the lowest compared entry with this formula, charge and spin: 19.6 kcal/mol
* frontier orbital gap: 10.688 eV
* LUMO: 0.860 eV

Geometry (Å):
C (0.8172, 0.0659, 2.0567)
C (-0.4921, -0.3331, 1.4340)
C (-0.9900, -1.7667, 1.5849)
N (-0.5560, -0.0084, -0.0578)
C (0.5987, -0.5682, -0.7417)
O (0.3837, -0.4700, -2.1617)
H (1.6618, -0.5859, 1.8532)
H (1.0704, 1.0892, 1.7496)
H (0.7349, 0.1130, 3.1484)
H (-1.3187, 0.3060, 1.7380)
H (-1.7003, -1.9744, 0.7946)
H (-0.1996, -2.5238, 1.5244)
H (-1.4514, -1.9618, 2.5563)
H (-0.4612, 1.0048, -0.1168)
H (1.5740, -0.0999, -0.5536)
H (0.7259, -1.6216, -0.4851)
H (-0.5827, -0.4027, -2.1884)
O (0.1290, 2.7134, -1.8157)
H (-0.4087, 2.2388, -2.4505)
H (0.6836, 2.0857, -1.4384)

Atoms 1-3, force components in eV/Å:
0.050 0.580 0.912
-1.414 0.045 -1.973
0.648 -0.516 0.599

For reference, the Löwdin charges in units of e are: atom 1 (C): -0.0722, atom 2 (C): -0.4261, atom 3 (C): -0.0720, atom 4 (N): -0.0285, atom 5 (C): -0.3156, atom 6 (O): -0.0722, atom 7 (H): 0.0776, atom 8 (H): 0.0849, atom 9 (H): 0.0824, atom 10 (H): 0.1313, atom 11 (H): 0.0762, atom 12 (H): 0.0729, atom 13 (H): 0.0757, atom 14 (H): 0.0839, atom 15 (H): 0.1165, atom 16 (H): 0.1161, atom 17 (H): 0.0800, atom 18 (O): -0.0205, atom 19 (H): 0.0396, atom 20 (H): -0.0299

=====

[5]
Here is a 2-piece molecular cluster, C2H3NO3 overall from OMol25. Energies are from ωB97M-V with the def2-TZVPD basis set.

* total energy: -9748.2673 eV
* SMILES: O=[N+]([O-])O.C#C
* ΔE to the lowest compared entry with this formula, charge and spin: 180.4 kcal/mol
* frontier orbital gap: 11.954 eV
* LUMO: 0.639 eV

Geometry (Å):
O (2.0826, 1.8354, 0.5116)
N (1.1456, 1.1724, 0.2548)
O (0.6323, 1.1143, -0.8009)
O (0.6786, 0.3672, 1.2216)
H (-0.0988, -0.2495, 1.0026)
C (-1.4464, -1.1738, -0.0729)
C (-0.8394, -0.9456, -1.0490)
H (-1.8713, -1.7392, 0.6676)
H (-0.2833, -0.3813, -1.7352)

Atoms 1-3, force components in eV/Å:
1.264 0.767 1.572
0.160 -0.656 -0.053
-1.521 0.289 -2.510

For reference, the Löwdin charges in units of e are: atom 1 (O): 0.1448, atom 2 (N): -0.5034, atom 3 (O): 0.0614, atom 4 (O): 0.0935, atom 5 (H): 0.0976, atom 6 (C): 0.0065, atom 7 (C): 0.0417, atom 8 (H): 0.0253, atom 9 (H): 0.0326

=====

[6]
Here is one molecule with the formula C4H6N2 from OMol25. Energies are from ωB97M-V with the def2-TZVPD basis set.

* total energy: -7221.3620 eV
* ΔE to the lowest compared entry with this formula, charge and spin: 97.5 kcal/mol
* frontier orbital gap: 8.618 eV
* LUMO: 0.355 eV

Geometry (Å):
N (2.7910, 1.4595, -0.1301)
C (2.0025, 0.6153, -0.1015)
C (1.0627, -0.5099, -0.1001)
N (-0.2996, -0.1189, 0.2203)
C (-1.3658, -0.9183, 0.0326)
C (-0.9181, 1.0960, 0.2245)
H (1.0558, -0.9478, -1.1088)
H (1.4169, -1.2784, 0.5950)
H (-2.1301, -0.9852, 0.7927)
H (-1.3758, -1.6159, -0.8107)
H (-1.5161, 1.3837, -0.6296)
H (-0.7235, 1.8199, 1.0157)

Atoms 1-3, force components in eV/Å:
-0.817 -0.793 0.074
0.686 0.732 -0.022
0.087 -0.087 -0.041

For reference, the Löwdin charges in units of e are: atom 1 (N): 0.1539, atom 2 (C): -0.1965, atom 3 (C): -0.1361, atom 4 (N): -0.3184, atom 5 (C): -0.0023, atom 6 (C): -0.0121, atom 7 (H): 0.1335, atom 8 (H): 0.1297, atom 9 (H): 0.0581, atom 10 (H): 0.0732, atom 11 (H): 0.0515, atom 12 (H): 0.0654